{"formula": "C13H44N2O9", "method": "ωB97M-V/def2-TZVPD", "fmax_ha_per_bohr": 0.1745, "smiles": "NC(N)=O.CCO.CCO.CCO.CCO.CO.CO.CO.CO", "orbital_gap_ev": 9.55, "total_energy_ha": -1308.1838, "e_homo_ev": -9.1, "e_lumo_ev": 0.4, "elements": ["N", "C", "N", "O", "H", "H", "H", "H", "C", "C", "O", "H", "H", "H", "H", "H", "H", "C", "C", "O", "H", "H", "H", "H", "H", "H", "C", "C", "O", "H", "H", "H", "H", "H", "H", "C", "C", "O", "H", "H", "H", "H", "H", "H", "C", "O", "H", "H", "H", "H", "C", "O", "H", "H", "H", "H", "C", "O", "H", "H", "H", "H", "C", "O", "H", "H", "H", "H"], "positions_angstrom": [[23.077, 4.748, 8.357], [23.542, 5.836, 7.793], [22.809, 6.871, 8.027], [24.555, 5.863, 6.807], [23.475, 3.769, 8.142], [22.513, 4.877, 9.240], [22.987, 7.774, 7.523], [22.246, 6.826, 8.840], [24.511, 8.180, 2.853], [25.032, 7.118, 3.861], [24.135, 6.090, 3.865], [24.275, 7.751, 1.910], [25.204, 9.028, 2.667], [23.497, 8.539, 3.169], [25.088, 7.622, 4.883], [26.033, 6.799, 3.514], [24.205, 5.767, 4.733], [21.188, 10.065, 9.890], [19.864, 10.271, 10.657], [18.944, 9.259, 10.308], [21.888, 10.881, 10.049], [21.049, 9.908, 8.765], [21.600, 9.197, 10.370], [19.467, 11.281, 10.308], [20.095, 10.415, 11.706], [18.066, 9.328, 10.747], [20.640, 12.766, 7.544], [19.318, 12.041, 7.248], [19.807, 10.859, 6.548], [20.448, 13.655, 8.151], [21.105, 13.038, 6.648], [21.307, 12.118, 8.138], [18.503, 12.669, 6.754], [18.782, 11.633, 8.190], [19.090, 10.271, 6.339], [20.756, 13.546, 3.728], [19.656, 14.458, 4.213], [18.720, 14.687, 3.204], [21.458, 13.299, 4.541], [21.212, 13.800, 2.757], [20.335, 12.585, 3.544], [20.087, 15.400, 4.393], [19.290, 14.164, 5.193], [17.991, 15.159, 3.558], [22.824, 10.369, 5.485], [22.147, 9.664, 6.518], [23.119, 11.406, 5.665], [22.004, 10.423, 4.757], [23.636, 9.804, 5.085], [21.325, 10.077, 6.741], [18.756, 10.414, 3.407], [17.721, 9.774, 4.053], [19.257, 9.756, 2.719], [19.465, 10.731, 4.162], [18.387, 11.353, 3.002], [16.927, 9.786, 3.550], [20.324, 7.696, 4.022], [19.460, 7.856, 5.090], [20.819, 8.615, 3.972], [19.887, 7.585, 3.020], [21.198, 7.044, 4.219], [18.803, 8.498, 4.832], [22.763, 11.521, 2.000], [21.741, 10.695, 2.214], [23.378, 11.827, 2.870], [22.480, 12.408, 1.369], [23.445, 10.934, 1.399], [22.096, 9.826, 2.400]], "lowdin_charge": [0.1241, -0.5982, 0.1767, -0.1572, 0.1639, 0.1340, 0.1303, 0.0945, -0.0916, -0.3508, -0.0520, 0.0544, 0.0834, 0.0483, 0.1191, 0.1124, 0.0162, -0.0815, -0.3371, -0.0827, 0.0745, 0.0770, 0.0562, 0.1031, 0.1018, 0.1054, -0.0637, -0.2338, -0.1200, 0.0846, 0.0288, 0.0664, 0.1197, 0.1180, 0.0770, -0.0656, -0.3276, -0.0398, 0.0735, 0.0854, 0.0279, 0.0918, 0.0925, 0.0662, -0.1251, -0.1409, 0.0790, 0.0600, 0.0584, -0.0109, -0.1645, -0.0966, 0.0702, 0.0571, 0.0966, 0.0872, -0.1792, -0.0927, 0.0153, 0.0947, 0.0992, 0.0149, -0.2363, -0.1079, 0.0884, 0.1001, 0.0734, 0.0543]}